No. 1
Formula: C4H7NO
Source: the OMol25 dataset
Level of theory: the ωB97M-V functional and the def2-TZVPD basis

Each line ends with the natural charge from an NBO analysis.
Positions of all 13 atoms, in Å:
C: 1.30 0.66 0.18  -0.6543
C: 0.36 -0.25 -0.62  0.0680
C: -0.47 -1.23 0.21  -0.2821
N: -1.44 -0.34 0.86  -0.4606
C: -1.49 0.66 0.08  0.3629
O: -0.72 0.65 -1.04  -0.5091
H: 1.06 1.70 -0.11  0.2296
H: 1.14 0.57 1.26  0.2218
H: 2.35 0.49 -0.05  0.2177
H: 0.86 -0.70 -1.48  0.2036
H: -1.02 -1.90 -0.47  0.2028
H: 0.11 -1.83 0.92  0.2096
H: -2.07 1.55 0.29  0.1899

Output
ΔE to the lowest compared entry with this formula, charge and spin   1.385 eV
Energy   -286.58074 Eh
Maximum force   0.527 eV Å⁻¹
SMILES   C[C@H]1CN=CO1
Kohn-Sham gap   10.81 eV
Charge   0

No. 2
Formula: C4H7NO
Source: the OMol25 dataset
Level of theory: the ωB97M-V functional and the def2-TZVPD basis

Each line ends with the natural charge from an NBO analysis.
Positions of all 13 atoms, in Å:
N: 2.14 0.41 0.71  -0.6429
C: 1.05 -0.04 0.29  0.5775
C: 0.20 -1.22 0.69  -0.5538
C: -0.93 -0.77 -0.25  -0.0036
C: -1.09 1.36 -0.66  -0.4382
O: 0.28 0.38 -0.78  -0.5312
H: 2.42 1.22 0.16  0.3580
H: 0.66 -2.17 0.41  0.2459
H: -0.06 -1.25 1.75  0.2383
H: -1.87 -0.56 0.24  0.2323
H: -1.07 -1.30 -1.19  0.2168
H: -0.83 2.00 0.19  0.1412
H: -0.91 1.94 -1.58  0.1598

Output
ΔE to the lowest compared entry with this formula, charge and spin   7.088 eV
Energy   -286.37116 Eh
Maximum force   0.532 eV Å⁻¹
Kohn-Sham gap   8.19 eV
Charge   0

No. 3
Formula: C4H7NO
Source: the OMol25 dataset
Level of theory: the ωB97M-V functional and the def2-TZVPD basis

Each line ends with the natural charge from an NBO analysis.
Positions of all 13 atoms, in Å:
C: 0.20 1.21 -0.85  -0.6290
C: -0.53 0.56 0.36  -0.1665
N: -1.15 -0.76 0.19  -0.6101
C: 0.13 -1.46 0.36  -0.3451
C: 0.63 -0.17 1.03  0.6187
O: 1.57 0.17 1.69  -0.5105
H: -0.37 1.09 -1.78  0.2137
H: 1.19 0.78 -1.01  0.2142
H: 0.36 2.27 -0.63  0.2297
H: -1.16 1.28 0.89  0.2106
H: -1.67 -0.93 -0.66  0.3625
H: 0.66 -1.67 -0.58  0.1984
H: 0.12 -2.36 0.98  0.2134

Output
ΔE to the lowest compared entry with this formula, charge and spin   1.960 eV
Energy   -286.55961 Eh
Maximum force   0.607 eV Å⁻¹
SMILES   C[C@H]1NCC1=O
Kohn-Sham gap   10.42 eV
Charge   0

No. 4
Formula: C4H7NO
Source: the OMol25 dataset
Level of theory: the ωB97M-V functional and the def2-TZVPD basis

Each line ends with the natural charge from an NBO analysis.
Positions of all 13 atoms, in Å:
C: -1.05 -0.85 -0.19  -0.6502
C: -0.26 0.45 -0.33  0.1013
O: -0.96 1.60 0.11  -0.7168
C: 1.01 0.44 0.52  -0.2493
C: 2.67 -1.21 -0.56  0.2874
N: 1.93 -0.55 0.06  -0.5356
H: -1.97 -0.82 -0.78  0.2179
H: -0.45 -1.69 -0.55  0.2381
H: -1.30 -1.05 0.86  0.2082
H: 0.02 0.57 -1.38  0.1697
H: -1.88 1.38 0.27  0.4758
H: 0.73 0.34 1.58  0.2216
H: 1.51 1.40 0.40  0.2319

Output
ΔE to the lowest compared entry with this formula, charge and spin   1.881 eV
Energy   -286.56252 Eh
Maximum force   1.219 eV Å⁻¹
Kohn-Sham gap   11.65 eV
Charge   0

No. 5
Formula: C4H7NO
Source: the OMol25 dataset
Level of theory: the ωB97M-V functional and the def2-TZVPD basis

Each line ends with the natural charge from an NBO analysis.
Positions of all 13 atoms, in Å:
O: -1.23 -1.54 -0.36  -0.6942
C: -0.39 -0.46 -0.14  0.2202
C: -0.59 0.85 0.66  -0.3011
N: 0.92 0.85 0.28  -0.3438
C: 0.89 -0.58 0.71  -0.2504
C: 0.45 0.38 -1.10  -0.2722
H: -2.04 -1.25 -0.80  0.4758
H: -0.71 1.85 0.29  0.2112
H: -0.93 0.69 1.69  0.1949
H: 1.74 -1.16 0.35  0.1882
H: 0.76 -0.64 1.79  0.1876
H: -0.09 1.12 -1.69  0.1882
H: 1.23 -0.12 -1.68  0.1956

Output
ΔE to the lowest compared entry with this formula, charge and spin   4.123 eV
Energy   -286.48012 Eh
Maximum force   2.246 eV Å⁻¹
Kohn-Sham gap   10.33 eV
Charge   0

No. 6
Formula: C4H7NO
Source: the OMol25 dataset
Level of theory: the ωB97M-V functional and the def2-TZVPD basis

Each line ends with the natural charge from an NBO analysis.
Positions of all 13 atoms, in Å:
C: -0.41 1.58 -1.00  -0.6614
C: 0.24 -1.79 0.04  0.0512
O: 1.01 -1.05 0.97  -0.5178
C: 0.25 0.12 1.17  -0.1426
C: -0.36 0.30 -0.22  0.2701
N: -0.48 -0.84 -0.79  -0.4182
H: 0.53 2.09 -0.72  0.2236
H: -0.35 1.30 -2.06  0.2416
H: -1.25 2.27 -0.83  0.2302
H: 0.94 -2.38 -0.57  0.1883
H: -0.45 -2.46 0.56  0.1626
H: 0.89 0.93 1.54  0.1975
H: -0.55 -0.07 1.92  0.1747

Output
ΔE to the lowest compared entry with this formula, charge and spin   1.649 eV
Energy   -286.57104 Eh
Maximum force   0.751 eV Å⁻¹
SMILES   CC1=NCOC1
Kohn-Sham gap   10.80 eV
Charge   0

No. 7
Formula: C4H7NO
Source: the OMol25 dataset
Level of theory: the ωB97M-V functional and the def2-TZVPD basis

Each line ends with the natural charge from an NBO analysis.
Positions of all 13 atoms, in Å:
C: -1.75 -0.33 -0.04  -0.2540
N: -1.26 0.98 0.38  -0.5784
C: -0.55 0.27 -0.67  -0.1199
C: 0.78 -0.39 -0.43  0.0454
C: 1.84 0.21 0.38  -0.1110
O: 1.03 -0.84 0.88  -0.4992
H: -1.57 -1.17 0.63  0.2017
H: -2.70 -0.34 -0.56  0.1972
H: -0.79 0.87 1.28  0.3546
H: -0.65 0.72 -1.65  0.2052
H: 1.07 -1.09 -1.22  0.1886
H: 2.88 -0.06 0.18  0.1854
H: 1.69 1.18 0.84  0.1844

Output
ΔE to the lowest compared entry with this formula, charge and spin   2.954 eV
Energy   -286.52310 Eh
Maximum force   0.325 eV Å⁻¹
SMILES   C1N[C@H]1[C@H]1CO1
Kohn-Sham gap   10.74 eV
Charge   0

No. 8
Formula: C4H7NO
Source: the OMol25 dataset
Level of theory: the ωB97M-V functional and the def2-TZVPD basis

Each line ends with the natural charge from an NBO analysis.
Positions of all 13 atoms, in Å:
C: 1.43 -0.31 -0.49  -0.4243
N: -0.02 -0.17 -0.45  -0.5006
C: -0.96 1.64 0.76  -0.3714
C: -0.44 0.44 0.76  -0.0320
C: -0.77 -1.32 -0.67  0.5474
O: -0.35 -2.45 -0.79  -0.5641
H: 1.87 0.53 0.06  0.2097
H: 1.76 -0.24 -1.53  0.2157
H: 1.75 -1.24 -0.03  0.2088
H: -1.05 2.20 1.66  0.2064
H: -1.23 2.06 -0.19  0.2067
H: -0.14 -0.06 1.68  0.1820
H: -1.83 -1.08 -0.77  0.1155

Output
ΔE to the lowest compared entry with this formula, charge and spin   1.827 eV
Energy   -286.56452 Eh
Maximum force   0.749 eV Å⁻¹
SMILES   C=CN(C)C=O
Kohn-Sham gap   10.81 eV
Charge   0

No. 9
Formula: C4H7NO
Source: the OMol25 dataset
Level of theory: the ωB97M-V functional and the def2-TZVPD basis

Each line ends with the natural charge from an NBO analysis.
Positions of all 13 atoms, in Å:
C: -0.36 0.41 1.50  -0.6370
C: 0.48 0.03 0.27  0.2998
C: -0.25 0.24 -0.92  0.2955
N: 1.37 -1.12 0.41  -0.8367
C: -1.16 0.13 -1.85  -0.4943
O: 0.95 1.13 -0.52  -0.5022
H: 1.39 -1.72 -0.40  0.3718
H: 2.32 -0.76 0.48  0.3731
H: 0.10 -0.05 2.38  0.2230
H: -0.36 1.49 1.68  0.2285
H: -1.40 0.05 1.44  0.2205
H: -1.11 0.75 -2.73  0.2285
H: -1.97 -0.58 -1.75  0.2296

Output
ΔE to the lowest compared entry with this formula, charge and spin   3.098 eV
Energy   -286.51778 Eh
Maximum force   2.915 eV Å⁻¹
SMILES   C=C1O[C@]1(C)N
Kohn-Sham gap   10.77 eV
Charge   0

No. 10
Formula: C4H7NO
Source: the OMol25 dataset
Level of theory: the ωB97M-V functional and the def2-TZVPD basis

Each line ends with the natural charge from an NBO analysis.
Positions of all 13 atoms, in Å:
O: 1.99 0.66 0.12  -0.6880
C: 0.82 0.22 -0.55  0.0210
C: 0.18 -1.09 -0.02  -0.4613
C: -1.19 -0.48 0.33  -0.2854
N: -0.92 0.94 0.88  -0.4826
C: -0.30 1.21 -0.19  0.1760
H: 1.76 0.74 1.06  0.4721
H: 1.07 0.20 -1.61  0.1883
H: 0.68 -1.48 0.87  0.2246
H: 0.19 -1.87 -0.79  0.2248
H: -1.90 -0.54 -0.53  0.1771
H: -1.81 -0.58 1.20  0.2544
H: -0.57 2.07 -0.78  0.1791

Output
ΔE to the lowest compared entry with this formula, charge and spin   3.989 eV
Energy   -286.48507 Eh
Maximum force   2.592 eV Å⁻¹
Kohn-Sham gap   9.46 eV
Charge   0

What did the fifth record say?
Formula: C4H7NO
Source: the OMol25 dataset
Level of theory: the ωB97M-V functional and the def2-TZVPD basis

Each line ends with the natural charge from an NBO analysis.
Positions of all 13 atoms, in Å:
O: -1.23 -1.54 -0.36  -0.6942
C: -0.39 -0.46 -0.14  0.2202
C: -0.59 0.85 0.66  -0.3011
N: 0.92 0.85 0.28  -0.3438
C: 0.89 -0.58 0.71  -0.2504
C: 0.45 0.38 -1.10  -0.2722
H: -2.04 -1.25 -0.80  0.4758
H: -0.71 1.85 0.29  0.2112
H: -0.93 0.69 1.69  0.1949
H: 1.74 -1.16 0.35  0.1882
H: 0.76 -0.64 1.79  0.1876
H: -0.09 1.12 -1.69  0.1882
H: 1.23 -0.12 -1.68  0.1956

Output
ΔE to the lowest compared entry with this formula, charge and spin   4.123 eV
Energy   -286.48012 Eh
Maximum force   2.246 eV Å⁻¹
Kohn-Sham gap   10.33 eV
Charge   0

Question: Which formula does entry 5 have?
Answer: C4H7NO

Question: Which of these has the lowest Kohn-Sham gap?
Answer: number 2

Question: The highest Kohn-Sham gap belongs to which entry?
Answer: number 4